57
Properties=species:S:1:pos:R:3:forces:R:3 method="wB97M-V/def2-TZVPD" homo_lumo_gap_ev="3.60 / 6.93" multiplicity=4 energy_ev=-137030.4342 e_above_lowest_kj_mol=23.45
Ti -0.7245 1.0701 0.7330 0.1 0.4 -0.2
I -2.4537 0.6378 2.9374 -0.1 -0.3 0.0
C 4.1366 0.7074 -1.2491 0.3 -0.4 -0.1
C 4.8469 1.9651 -0.7640 0.6 -1.2 -0.2
O 3.8071 2.8321 -0.3648 -0.1 0.2 -0.3
S 2.4708 2.5261 -1.2107 0.3 -0.3 1.0
O 2.2199 3.5282 -2.1598 0.0 0.5 -0.7
O 1.4952 2.2032 -0.2367 -0.7 -0.4 0.2
O 2.9929 1.2209 -1.9438 0.1 0.1 -0.2
H 3.8046 0.0139 -0.4758 -0.1 0.3 0.3
H 4.7664 0.1367 -1.9299 -0.2 0.2 -0.3
H 5.4635 2.3691 -1.5709 -0.3 0.3 0.0
H 5.5222 1.7072 0.0514 -0.3 0.4 0.3
C -3.9978 4.9404 -1.6992 -0.7 0.4 0.7
C -4.9092 3.8084 -2.1049 -0.4 0.3 -0.1
O -4.1377 2.6520 -1.7622 -0.1 0.0 0.1
S -2.6093 2.9409 -2.0801 -0.7 0.5 0.2
O -2.2866 2.4740 -3.3563 0.4 -0.4 -1.4
O -1.8436 2.5527 -0.9693 0.7 -0.5 1.2
O -2.6988 4.5304 -2.1246 -0.2 0.2 -0.1
H -4.0352 5.0581 -0.6109 0.3 -0.2 0.0
H -4.3036 5.9032 -2.1032 0.4 -0.1 -0.5
H -5.1647 3.8020 -3.1670 0.3 0.0 0.0
H -5.8393 3.8340 -1.5421 0.1 -0.3 0.2
C 0.0484 -2.8877 2.6575 0.0 1.1 1.1
C -1.0927 -3.3342 1.7619 -0.1 -1.0 0.5
O -0.6948 -3.0384 0.4156 -0.2 -0.3 -0.3
S 0.6738 -2.2655 0.4033 -1.2 0.1 1.4
O 0.3864 -0.9005 0.5702 0.4 1.2 -0.1
O 1.4850 -2.7205 -0.6298 1.2 -0.6 -1.4
O 1.2028 -2.7973 1.7910 0.2 -0.6 0.2
H 0.2371 -3.5599 3.4917 0.3 -0.4 -0.4
H -0.1166 -1.9232 3.1490 -0.1 0.2 -0.5
H -2.0533 -2.8974 2.0194 0.1 0.4 -0.2
H -1.1614 -4.4219 1.8455 -0.2 0.0 -0.3
C -3.6719 -3.3585 -1.7517 -0.8 -0.2 -0.3
C -2.3771 -3.7280 -2.4670 0.2 -1.2 0.1
O -1.6151 -2.5460 -2.5810 0.6 1.1 0.0
S -2.4475 -1.2691 -2.1083 -0.2 -0.3 1.9
O -3.1935 -0.7349 -3.1749 -0.2 0.3 -0.9
O -1.7007 -0.4329 -1.2320 0.2 -0.2 -0.8
O -3.4194 -2.1024 -1.1553 0.1 0.3 0.1
H -3.9382 -4.0392 -0.9484 0.1 -0.1 0.0
H -4.5142 -3.2821 -2.4446 0.0 0.0 0.0
H -2.4977 -4.1565 -3.4593 -0.3 0.1 0.0
H -1.8124 -4.4501 -1.8750 0.2 0.2 0.0
C 3.4726 -1.0450 3.9542 -0.5 -0.3 -0.4
C 4.1135 -0.6976 2.5966 0.8 0.7 0.2
O 3.2799 0.3164 2.0124 -0.2 -0.2 -0.4
S 2.2364 0.8469 3.0967 0.4 0.0 0.0
O 1.0068 1.1300 2.5037 -1.0 0.3 -0.7
O 2.8788 1.8112 3.9062 0.4 0.1 0.4
O 2.1283 -0.5408 3.8357 0.0 0.0 0.5
H 3.9751 -0.5358 4.7725 0.0 -0.2 0.1
H 3.3360 -2.1094 4.1084 0.4 0.0 0.2
H 4.2366 -1.5187 1.8959 -0.4 -0.1 0.0
H 5.0868 -0.2249 2.7435 0.1 -0.2 0.1


35
Properties=species:S:1:pos:R:3:forces:R:3 method="wB97M-V/def2-TZVPD" total_charge=+1 homo_lumo_gap_ev=10.50 multiplicity=1 smiles="CCO/C1=N/CCCN(C)C(=[N+](C)C)O1" energy_ev=-19249.7040 e_above_lowest_kj_mol=388.03
C 0.6893 -0.2498 -0.0242 0.4 1.1 -0.5
C -1.7707 0.6489 0.0473 -0.1 0.0 -1.9
C -0.4458 1.5577 2.6417 1.9 0.4 1.1
C -0.9770 2.4525 1.4970 -0.9 0.8 0.6
C 0.8372 0.7257 2.2132 -1.1 -2.2 2.3
C -2.8752 0.0119 -2.9041 0.6 -0.6 1.3
C -0.5221 -1.3836 1.7279 2.2 2.3 -1.3
C 1.8845 -0.0369 -2.0687 -0.9 0.2 -1.9
C 2.9920 -0.9378 -0.0024 2.0 -1.0 -0.5
C -2.7696 -0.9072 -1.6469 -3.6 -1.4 -1.0
N -1.9026 1.6766 0.6896 0.7 -1.4 -0.2
N 0.6364 -0.4792 1.3491 -0.7 0.2 -1.4
N 1.8412 -0.3574 -0.6890 -0.4 -0.9 3.1
O -0.3223 0.1498 -0.7421 -1.0 -0.1 1.6
O -2.6452 -0.1861 -0.4168 -0.3 0.7 1.3
H -0.0086 2.0397 3.6001 -0.9 0.2 -1.8
H -1.2919 1.0180 3.0779 0.2 -0.3 -0.4
H -1.6244 3.2929 1.8272 0.7 -0.5 0.4
H -0.2318 2.9377 0.8668 0.4 -0.3 0.0
H 1.5162 1.4233 1.7623 0.6 0.1 -0.2
H 1.2854 0.1822 3.1443 -0.6 1.7 -1.3
H -2.1110 -0.3071 -3.6112 0.3 0.5 0.1
H -3.8090 0.0240 -3.4819 0.0 0.0 0.8
H -2.6588 0.9356 -2.3620 0.0 0.7 -1.3
H -1.1464 -0.8416 2.3772 -0.7 -0.3 1.4
H -0.0722 -2.2988 1.8805 0.5 -1.9 1.9
H -1.0407 -1.5826 0.8557 -1.5 -0.1 -1.8
H 1.8893 -1.0020 -2.7258 0.0 1.9 1.1
H 0.9170 0.5301 -2.1342 1.2 -0.5 -1.3
H 2.7246 0.6506 -2.3124 -0.4 -0.7 0.2
H 2.7952 -1.8282 0.6612 -0.2 0.6 -1.4
H 3.7709 -1.1143 -0.8166 -1.1 -0.4 1.1
H 3.5303 -0.2944 0.6827 -0.4 0.9 0.1
H -1.9779 -1.6226 -1.7241 0.4 -0.4 0.1
H -3.8243 -1.4713 -1.4685 2.7 1.1 -0.4


34
Properties=species:S:1:pos:R:3:forces:R:3 method="wB97M-V/def2-TZVPD" total_charge=+1 homo_lumo_gap_ev=10.25 multiplicity=1 smiles="CCC[NH2+][C@]1(N)N=C2CCCC[C@H]2S1" energy_ev=-25991.5119 e_above_lowest_kj_mol=276.20
C -0.7705 -1.1902 -0.4126 -1.4 0.6 -1.8
C -2.1444 -1.5957 -1.0505 0.9 0.1 2.6
C -1.9764 -2.8096 -2.0091 -1.2 1.3 0.0
C -0.9634 -3.8718 -1.5380 0.2 0.0 -0.3
C 0.3681 -3.2172 -1.2289 -1.9 1.2 -0.8
C -0.0305 -2.3828 -0.0267 2.4 0.3 0.9
C 1.3794 -0.1797 0.1304 -2.9 1.3 -1.6
C 0.4241 4.5496 1.4692 -3.5 -0.4 0.9
C 0.9165 3.2867 2.0741 4.3 -0.6 -2.2
C 1.0374 2.2695 0.8839 -3.5 0.2 -0.5
N -0.2822 -0.0128 -0.4742 2.9 -1.1 1.3
N 2.3617 0.1120 -0.8102 1.9 -2.2 1.0
N 1.4050 0.8875 1.2473 -0.8 -0.4 -0.1
S 1.4860 -1.8047 0.7902 0.3 0.0 1.1
H -2.7801 -1.8690 -0.1229 0.6 0.4 -1.6
H -2.5127 -0.7073 -1.5448 -0.5 0.0 -0.1
H -3.0473 -3.1694 -2.1074 1.5 -0.1 -0.3
H -1.6712 -2.2882 -2.9776 -0.2 -1.3 0.9
H -1.1451 -4.3690 -0.5771 -1.1 -0.6 -0.8
H -0.7761 -4.5044 -2.3806 -0.4 -1.1 -0.2
H 1.1694 -3.8857 -0.9328 0.1 -0.1 -0.6
H 0.4608 -2.5819 -2.1436 1.4 -0.2 0.9
H -0.5687 -2.9835 0.6926 -0.2 -0.2 0.2
H 0.8817 4.7037 0.5380 0.7 1.1 -1.0
H -0.7342 4.4980 1.3101 2.0 -0.1 0.0
H 0.5085 5.2639 2.2544 0.5 1.3 -0.1
H 0.2725 2.9803 2.7895 -1.9 -1.3 2.4
H 1.9948 3.4797 2.5737 -2.3 -0.7 -1.1
H 0.0216 2.1876 0.1960 2.6 0.3 2.1
H 1.8009 2.5835 0.2515 1.3 0.8 -1.2
H 2.2181 0.7180 -1.5894 -0.1 0.1 -0.3
H 3.1192 -0.6538 -0.8086 -1.7 2.1 -0.8
H 0.7490 0.5520 1.9232 -0.5 -0.3 0.8
H 2.3155 0.9085 1.6720 0.7 -0.2 0.3


38
Properties=species:S:1:pos:R:3:forces:R:3 method="wB97M-V/def2-TZVPD" total_charge=+1 homo_lumo_gap_ev=7.57 multiplicity=1 energy_ev=-28988.2244
C -1.4224 1.9056 2.0232 1.2 -0.6 0.8
Si -1.2719 0.9421 0.3194 -3.1 3.6 0.0
C -2.9130 -0.0447 0.0383 -0.3 -1.0 -0.1
C -1.0832 2.3376 -1.0363 0.3 -0.2 -0.8
N 0.1988 -0.0974 0.4847 -1.3 -2.0 1.8
C -0.0099 -1.2074 1.4920 6.8 2.2 -4.6
N 1.3706 -1.8195 1.4128 -2.1 4.0 -2.5
N 2.1429 -1.0982 0.4777 -2.4 0.1 1.2
N 1.4518 -0.0326 -0.1050 -2.7 -4.9 5.1
H -2.3034 1.4528 2.6466 1.5 1.2 -1.1
H -0.4202 1.7033 2.6333 -2.1 0.6 -1.1
H -1.4790 3.0618 1.8516 -0.2 -2.3 0.4
H -3.8635 0.6762 0.0012 2.3 -1.5 0.1
H -3.0538 -0.7948 0.9332 0.0 1.3 -1.8
H -2.8815 -0.6554 -0.9651 -0.2 1.1 2.0
H -1.7775 2.0830 -1.9701 1.5 0.7 2.0
H -1.4058 3.3690 -0.5334 0.9 -2.3 -1.3
H 0.0326 2.3687 -1.4249 -2.2 0.4 0.7
H -0.9572 -1.4571 2.1331 2.0 0.6 -1.5
H 1.7529 0.6887 -0.7999 -0.2 -0.8 0.8
C -5.0182 0.4813 -4.0559 -0.4 -0.4 1.1
C -5.4680 -0.0106 -2.6898 -2.5 -2.7 7.4
N -5.8411 -0.4187 -1.5566 3.1 3.3 -9.0
H -4.1148 1.0889 -3.9543 -0.2 -0.1 0.1
H -4.8031 -0.3707 -4.7066 -0.1 0.1 0.2
H -5.8057 1.0876 -4.5116 0.1 -0.1 0.2
C 3.3788 -3.9093 0.1060 0.6 -1.2 -0.5
C 4.0266 -5.1960 -0.3791 3.6 -7.1 -2.7
N 4.5639 -6.2634 -0.7815 -4.3 8.6 3.2
H 2.4047 -4.1275 0.5521 0.2 -0.1 -0.1
H 4.0151 -3.4314 0.8560 -0.1 -0.2 -0.1
H 3.2403 -3.2223 -0.7333 0.1 -0.2 0.1
C 4.9556 1.5109 2.1961 -0.9 0.8 -0.3
C 3.8002 2.3921 1.7499 -6.2 4.7 -2.4
N 2.8418 3.1231 1.3797 7.4 -6.0 2.8
H 4.8081 1.2002 3.2341 -0.1 0.1 -0.2
H 5.0121 0.6213 1.5627 -0.1 0.2 0.0
H 5.8964 2.0628 2.1198 -0.2 0.0 0.0


34
Properties=species:S:1:pos:R:3:forces:R:3 method="wB97M-V/def2-TZVPD" total_charge=-1 homo_lumo_gap_ev=7.76 multiplicity=1 energy_ev=-24160.2273
C -1.3750 2.0009 1.9243 -0.5 0.3 -0.6
C -2.6141 2.3433 -1.7213 0.0 0.1 0.0
C -2.9386 0.8677 -1.4326 -0.1 0.0 0.0
C -1.8721 2.7833 -0.4858 0.0 0.0 -0.3
C -2.7460 0.6935 0.0846 0.0 -0.1 0.0
C -1.9554 1.9031 0.4995 0.3 -0.1 0.6
C 1.7344 1.1033 -0.2383 0.2 0.0 0.1
C 0.3745 -2.8041 0.9941 0.5 0.4 -0.2
C 3.3550 -2.0557 1.3514 -0.6 0.1 -0.3
C 2.1742 -2.0940 -1.4597 -0.2 0.3 0.7
N 1.2226 -0.0417 0.4733 -0.3 -0.3 0.1
O -0.5252 1.1346 2.2225 0.3 -0.5 0.2
O -1.8250 2.9079 2.6310 -0.2 0.4 0.3
Si 1.7504 -1.6493 0.3634 0.2 -0.6 -0.2
H -2.0224 2.4673 -2.6343 -0.1 0.0 0.0
H -3.5285 2.9374 -1.8422 0.0 0.0 -0.1
H -3.9481 0.6005 -1.7542 0.1 -0.1 -0.1
H -2.2335 0.2263 -1.9642 0.0 0.0 0.0
H 0.5402 0.2745 1.1903 0.1 -0.2 -0.1
H -1.3706 3.7362 -0.4450 0.1 0.2 0.2
H -3.7021 0.6808 0.6193 0.0 -0.1 0.0
H -2.2118 -0.2243 0.3367 -0.1 0.0 0.1
H 2.1839 0.7993 -1.1849 0.0 0.1 -0.1
H 0.9167 1.7973 -0.4422 0.1 0.0 -0.1
H 2.4940 1.6404 0.3449 0.0 0.1 -0.1
H 0.7156 -3.8326 1.0741 0.1 -0.2 0.0
H 0.0499 -2.4821 1.9771 -0.1 0.1 0.3
H -0.4933 -2.7911 0.3442 -0.2 0.1 -0.2
H 3.1301 -2.2318 2.4002 -0.1 0.0 0.2
H 3.8725 -2.9354 0.9736 0.0 -0.2 -0.1
H 4.0507 -1.2228 1.3081 0.1 0.2 -0.1
H 2.5429 -3.1111 -1.5594 0.1 -0.2 0.1
H 1.3085 -1.9895 -2.1050 -0.2 0.1 -0.1
H 2.9455 -1.4320 -1.8434 0.2 0.1 -0.1


33
Properties=species:S:1:pos:R:3:forces:R:3 method="wB97M-V/def2-TZVPD" homo_lumo_gap_ev=9.07 multiplicity=1 smiles="C=C=NP(=O)(C(C)(C)C)C(C)(C)C" energy_ev=-23518.9721 e_above_lowest_kj_mol=13.81
C -1.4517 1.3868 -1.2355 -2.9 1.9 -0.1
C -2.0511 -1.6037 1.1217 -0.4 1.3 0.4
C -0.9884 -2.0074 -1.0240 2.6 2.0 -0.2
C 0.1555 -2.6101 1.2922 -1.4 -1.2 -1.9
C 0.9808 2.5800 0.2880 -0.6 0.6 0.0
C 2.5500 0.7564 0.9756 -0.1 -3.9 0.3
C 1.5304 0.6964 -1.3521 4.4 -1.7 1.8
C -2.0580 2.1648 -2.1945 2.5 -0.5 3.2
C -0.7081 -1.6704 0.4281 0.3 0.5 1.4
C 1.3395 1.0429 0.1140 -1.6 0.6 1.1
N -1.3580 0.9089 -0.1225 0.5 -0.1 -0.8
O -0.3786 0.3574 2.2555 0.5 0.4 1.0
P -0.1429 0.1371 0.8325 -0.6 -0.2 -2.1
H -2.0009 -1.3591 2.1827 0.0 0.3 -0.2
H -2.7030 -0.9458 0.5674 -0.3 0.6 0.2
H -2.5480 -2.5117 1.0459 -0.6 -2.2 -0.2
H -1.2335 -1.0468 -1.4840 0.1 -0.2 -0.4
H -1.8298 -2.5829 -1.2354 -1.2 -1.5 0.1
H -0.0714 -2.3714 -1.5056 -0.4 -0.2 -0.1
H -0.4483 -3.3436 1.7872 -0.9 -0.3 0.3
H 0.8096 -3.2504 0.7583 1.1 -0.1 -0.9
H 0.6426 -2.1485 2.0627 1.5 1.5 1.8
H 0.5905 3.0694 -0.6721 1.1 -0.7 1.1
H 0.1386 2.8131 1.0013 1.0 -0.6 -0.4
H 1.9167 3.0287 0.7315 -1.2 0.1 -0.9
H 3.0466 -0.1213 0.4530 0.1 1.1 0.8
H 2.3705 0.3598 2.0325 -0.2 0.8 -1.4
H 3.1806 1.5838 1.0560 1.3 1.1 -0.1
H 2.4589 1.2051 -1.6873 -0.8 0.3 -0.2
H 1.8659 -0.3711 -1.4792 -0.7 0.6 0.3
H 0.7275 0.8750 -1.9367 -2.4 0.8 -2.0
H -1.9575 3.2391 -1.9749 -0.1 -0.6 -0.5
H -2.3752 1.7395 -3.0822 -0.6 -0.4 -1.6


31
Properties=species:S:1:pos:R:3:forces:R:3 method="wB97M-V/def2-TZVPD" homo_lumo_gap_ev=9.44 multiplicity=1 energy_ev=-12729.3874 e_above_lowest_kj_mol=1189.68
C 2.0917 0.1301 1.4636 3.2 1.7 1.9
C 2.0836 0.2163 -0.0801 1.6 -0.5 1.5
C 2.9894 -0.9321 -0.7513 2.0 1.6 -0.4
C 0.7186 0.3968 -0.6012 -0.2 3.5 1.4
C -0.0748 -0.7570 -0.8027 -5.8 -2.7 0.0
C -1.5218 -0.3143 -1.3497 -0.2 1.2 1.0
C -2.2574 0.0585 -0.0025 0.3 -4.3 -1.6
C -2.7765 -1.2991 0.5995 -2.1 -2.4 -0.4
C -1.3793 0.6645 1.0011 1.3 2.9 0.9
C -0.1902 1.4597 0.2336 1.5 -1.9 -1.6
H 1.6703 -0.8377 1.9713 0.9 1.9 -1.1
H 3.3407 0.3169 1.7041 -3.4 -1.2 -0.1
H 1.6891 1.1414 1.9721 0.4 -2.6 -1.1
H 2.6692 1.1509 -0.3314 -0.9 -0.8 0.4
H 2.5681 -1.0202 -2.0324 1.8 -0.3 4.2
H 4.1742 -0.0177 -0.6416 -2.9 -3.8 -0.8
H 3.3078 -2.2645 0.1143 -1.2 4.0 -2.8
H 0.8412 1.0321 -1.5052 -0.3 -1.1 -0.1
H 0.3101 -1.3867 -1.4604 2.3 -2.3 -3.8
H -0.3819 -1.6987 -0.1161 1.1 2.9 0.2
H -2.1659 -1.1739 -1.7641 1.3 1.5 0.0
H -1.5734 0.7874 -1.8718 0.5 -3.6 0.2
H -3.0823 0.5434 -0.3883 -1.9 1.7 0.1
H -2.1859 -2.5262 0.0727 -1.6 4.0 2.0
H -2.8520 -1.2522 1.7839 0.4 -0.6 -2.5
H -3.8903 -1.4166 0.2435 2.0 -0.1 0.7
H -1.1972 -0.2831 1.5950 1.2 2.2 0.2
H -1.9292 1.5097 1.5357 0.6 -1.5 0.0
H 0.5246 2.2326 0.6181 -0.9 -1.3 1.1
H -0.7670 3.3725 -0.3092 -0.5 -5.1 -3.2
O -0.7536 2.1673 -0.9006 -0.7 7.0 3.8


55
Properties=species:S:1:pos:R:3:forces:R:3 method="wB97M-V/def2-TZVPD" total_charge=+1 homo_lumo_gap_ev="7.77 / 1.71" multiplicity=2 energy_ev=-105799.7243 e_above_lowest_kj_mol=159.03
C 3.9980 -2.4045 2.0968 1.3 1.1 0.4
C 3.6659 -2.5662 0.6253 1.4 0.3 0.1
O 4.9001 -2.8568 0.0523 3.2 -0.9 -1.3
S 6.2243 -2.0619 0.7329 1.6 0.6 0.7
O 6.2134 -0.6269 0.3613 -0.6 -3.6 0.7
O 7.4683 -2.8347 0.7713 -4.0 1.8 -0.4
O 5.4549 -2.1639 2.1786 -0.1 0.1 -0.9
H 3.9165 -3.2669 2.7584 -0.5 -0.4 -0.2
H 3.6113 -1.5099 2.5849 -0.5 -0.1 0.1
H 3.6056 -1.6111 0.1035 -1.6 1.1 0.3
H 2.9467 -3.2779 0.2198 -0.1 0.0 0.5
C -0.9947 3.8475 1.3523 0.1 -0.5 -0.3
C 0.2073 4.6336 0.8517 -2.2 1.1 -3.7
O 1.3619 4.2668 1.5065 1.0 -1.4 1.5
S 1.0259 3.2576 2.7433 0.6 0.9 1.6
O 1.6981 3.7682 3.9403 -1.9 -0.9 -2.4
O 1.2705 1.8470 2.4428 -0.9 2.3 -0.3
O -0.5793 3.7076 2.6993 1.1 -1.6 2.0
H -1.2579 2.8804 0.9238 1.0 -0.4 -0.3
H -1.9794 4.3062 1.2622 0.4 0.9 0.6
H -0.0570 5.6911 0.8487 0.6 0.3 1.3
H 0.3483 4.5553 -0.2263 0.2 -0.8 -0.1
C 0.1294 -2.6266 -5.9949 -0.9 1.1 0.2
C -0.8367 -1.4338 -5.7581 -1.2 -1.2 -3.2
O -0.2981 -0.6272 -4.8468 2.2 3.4 4.4
S 1.3538 -0.6336 -4.7398 -2.6 -0.6 -3.1
O 1.7802 -0.3777 -3.3811 -0.7 -1.2 -1.7
O 1.9165 0.1387 -5.8384 -0.7 -1.3 2.1
O 1.2141 -2.2246 -5.2103 4.0 0.2 1.8
H 0.3900 -2.6803 -7.0520 0.1 -0.2 0.2
H -0.2250 -3.5772 -5.5964 0.1 0.1 -0.1
H -1.8441 -1.7274 -5.4631 0.1 0.0 0.1
H -0.8736 -0.8328 -6.6667 -0.5 -0.4 -0.5
C -0.8548 -1.7228 -1.1637 2.7 -0.6 1.2
C 0.0933 -0.7664 -0.2559 -1.5 -1.6 -2.8
O -0.8142 0.0459 0.4502 -1.6 0.6 0.5
S -2.3189 0.2244 -0.3090 -0.3 0.3 -2.9
O -2.4921 1.5081 -1.0643 1.1 -3.8 2.7
O -3.4097 -0.2686 0.5044 2.4 0.5 -1.1
O -1.8937 -0.9371 -1.4757 -3.1 2.7 0.2
H -1.1303 -2.6695 -0.6992 -0.3 0.1 0.8
H -0.3604 -2.0662 -2.0724 0.3 0.6 -0.2
H 0.6167 -0.1526 -0.9890 0.5 0.0 0.4
H 0.7083 -1.4632 0.3135 -0.1 0.8 0.7
C -2.9035 0.9358 3.3127 0.7 -0.8 -0.4
C -3.6585 -0.2540 3.9286 0.4 0.9 0.7
O -4.9505 -0.2602 3.3667 -0.9 1.1 -0.9
S -5.3182 1.2343 2.6891 -1.1 -1.3 -2.3
O -5.7745 2.1464 3.7226 0.6 -1.5 -1.7
O -6.0813 0.9866 1.4074 2.7 1.1 4.7
O -3.7397 1.5423 2.3353 -1.7 0.7 0.8
H -2.0519 0.6216 2.7092 0.3 0.0 0.4
H -2.6135 1.5298 4.1794 0.1 0.9 -0.7
H -3.6876 0.0049 4.9870 -0.5 -0.5 0.2
H -3.1202 -1.1977 3.8408 -0.5 -0.1 -0.5